Entry from OMol25: a structure of composition C48H56IrN4O2P2 (wB97M-V/def2-TZVPD).

## Properties
Charge: +1
Gap between HOMO and LUMO (alpha / beta) (eV): 6.01 / 6.65
M (g/mol): 975.167
Energy relative to the best compared isomer or geometry (same formula, charge and spin) (kcal/mol): 12.4
E (eV): -82150.23867
<S²>: 6.054
LUMO energy (alpha / beta) (eV): -2.76 / -2.82
Multiplicity: 5

Element x y z (Å)
Ir  -0.308  -0.634  0.560
P  -2.337  1.402  -1.179
P  1.627  -2.108  0.237
O  2.333  -3.967  3.376
O  1.437  -3.270  1.440
N  -1.431  -2.748  0.750
N  -1.175  0.424  -0.746
N  1.397  0.653  1.706
N  -0.174  -1.296  2.621
C  -0.137  -2.058  5.281
C  -0.804  2.922  -2.906
C  1.764  -3.141  -1.232
C  -0.959  -2.295  3.050
C  -4.011  0.570  -1.092
C  2.790  0.700  3.670
C  5.783  -1.596  2.054
C  1.875  -4.528  -1.181
C  1.944  -5.255  -2.363
C  1.920  -4.600  -3.589
C  -2.997  -4.385  0.037
C  -1.574  -3.201  -1.658
C  1.818  -3.215  -3.640
C  -2.015  -3.436  -0.243
C  -0.959  -2.697  4.377
C  1.728  -2.486  -2.462
C  -3.021  4.139  -0.627
C  3.341  -1.798  0.751
C  -3.385  -4.604  1.339
C  -4.120  -0.415  -2.266
C  -1.762  -3.003  2.022
C  2.153  3.029  1.781
C  4.787  -2.379  2.613
C  3.577  -2.473  1.940
C  3.404  2.199  1.856
C  5.565  -0.937  0.842
C  2.147  4.342  1.108
C  -1.457  0.694  -3.715
C  3.698  1.486  3.087
C  -0.887  3.251  0.328
C  -3.137  2.560  -3.705
C  2.803  2.198  -1.355
C  2.025  1.665  -0.418
C  4.098  2.951  -1.192
C  1.603  0.311  2.918
C  2.978  4.897  0.139
C  -4.116  -0.268  0.199
C  0.674  -0.713  3.485
C  4.346  -1.025  0.183
C  -1.975  1.921  -2.935
C  0.699  -1.056  4.826
C  -2.755  -3.905  2.358
C  3.889  4.380  -0.764
C  -5.211  1.525  -1.158
C  -3.034  2.507  1.268
C  2.435  -3.319  2.379
C  2.157  1.684  1.065
C  -2.336  2.893  -0.050
H  1.890  -5.039  -0.224
H  -1.074  -2.243  -1.757
H  -0.931  3.974  1.151
H  -2.647  1.570  1.677
H  -0.128  -2.354  6.323
H  -2.214  -0.069  -3.894
H  3.016  0.201  4.602
H  -0.321  3.710  -0.478
H  4.465  5.117  -1.314
H  -5.307  2.134  -0.255
H  2.888  5.979  0.083
H  -2.837  3.302  1.993
H  6.368  -0.353  0.403
H  -3.937  1.849  -3.922
H  -0.343  2.370  0.678
H  -6.120  0.917  -1.232
H  1.977  -5.172  -4.508
H  4.242  2.582  1.300
H  2.021  -6.336  -2.327
H  -2.481  4.552  -1.485
H  1.559  3.000  2.688
H  6.746  -1.509  2.547
H  2.432  2.125  -2.377
H  -4.918  -1.001  0.060
H  -1.580  -3.523  4.697
H  -4.168  -5.318  1.570
H  1.796  -2.705  -4.596
H  -0.440  3.041  -3.931
H  -3.195  -0.809  0.409
H  -3.261  -1.081  -2.307
H  -4.056  3.965  -0.923
H  -0.885  -3.992  -1.968
H  4.683  1.607  3.529
H  -4.370  0.329  1.071
H  -4.118  2.430  1.162
H  -3.572  3.419  -3.190
H  4.787  2.416  -0.531
H  -5.192  2.188  -2.023
H  1.101  1.201  -0.746
H  4.189  -0.512  -0.759
H  4.936  -2.928  3.537
H  -2.428  -3.233  -2.336
H  -4.222  0.086  -3.229
H  -0.617  0.227  -3.192
H  1.455  5.039  1.567
H  -1.104  3.912  -2.551
H  -3.043  -4.063  3.388
H  -2.753  2.916  -4.668
H  4.605  2.970  -2.154
H  -5.018  -1.021  -2.115
H  1.602  -1.403  -2.501
H  0.027  2.563  -2.291
H  -1.110  1.047  -4.692
H  1.366  -0.549  5.507
H  -3.451  -4.930  -0.782
H  -3.029  4.912  0.150

Löwdin atomic charge list, values in e, 2 entries: Ir 1.07; P 0.89

Entry from OMol25: a structure of composition C48H57Cl5N2O6PPb (wB97M-V/def2-TZVPD).

## Properties
Charge: -1
Gap between HOMO and LUMO (eV): 7.38
M (g/mol): 1173.431
E (eV): -143120.30268
LUMO energy (eV): 2.09

Element x y z (Å)
Pb  -0.480  1.388  1.077
Cl  -5.788  1.098  1.261
Cl  -5.958  -0.328  6.486
Cl  -1.207  0.366  3.989
Cl  -2.831  -0.355  6.542
Cl  -7.428  0.399  3.824
P  -0.727  1.168  -2.175
O  0.102  5.628  1.329
O  1.869  4.426  3.086
O  -2.903  0.847  1.602
O  2.013  1.109  -0.185
O  -0.687  3.614  0.790
O  0.900  2.461  2.628
N  4.919  2.760  0.691
N  4.221  1.629  0.254
C  -1.579  -4.165  4.158
C  -3.031  1.654  -4.026
C  -4.447  -2.588  -1.034
C  4.799  0.343  0.240
C  -3.375  0.766  -1.769
C  -3.548  0.630  2.682
C  -2.961  -2.875  -1.254
C  0.155  2.296  -4.824
C  -5.053  0.036  5.057
C  4.023  3.805  0.628
C  -5.700  0.361  3.865
C  0.061  4.424  1.484
C  6.280  2.946  0.207
C  6.254  -1.307  1.208
C  0.089  -2.125  -4.494
C  -1.721  -2.521  2.286
C  -0.403  -2.156  2.066
C  2.813  3.367  0.224
C  -4.975  0.653  2.721
C  -2.072  -2.391  -0.115
C  0.655  3.470  -2.697
C  5.056  -1.797  -0.813
C  -2.525  -2.670  1.171
C  -0.558  -0.650  -2.640
C  1.037  3.735  2.520
C  5.664  -0.051  1.254
C  5.957  -2.182  0.173
C  -0.412  -0.928  -4.005
C  2.888  1.952  0.044
C  -2.664  3.131  -2.042
C  0.488  2.073  -3.342
C  -2.186  -2.836  3.693
C  0.099  -1.860  0.805
C  1.610  -1.659  0.701
C  2.316  -3.018  0.840
C  -2.496  1.705  -2.588
C  0.502  -3.092  -3.594
C  -2.760  -4.387  -1.440
C  0.282  -2.884  -2.243
C  -3.661  0.033  5.075
C  4.482  -0.535  -0.791
C  1.847  1.353  -3.320
C  -0.775  -1.871  -0.304
C  -2.936  0.326  3.930
C  4.398  5.193  1.024
C  2.197  -0.728  1.766
C  -3.704  -2.862  3.842
C  -0.296  -1.717  -1.734
H  -1.898  -4.973  3.493
H  -3.538  -3.032  1.292
H  1.761  0.294  -3.568
H  0.174  -2.283  -5.562
H  1.670  3.838  -2.884
H  -4.614  -1.588  -0.648
H  3.284  -0.704  1.666
H  1.930  -3.755  0.133
H  6.931  -1.607  1.998
H  6.818  2.005  0.250
H  -2.305  3.242  -1.017
H  -4.361  1.222  -1.631
H  2.179  -3.420  1.847
H  -4.125  1.630  -3.971
H  3.390  -2.903  0.662
H  6.414  -3.163  0.142
H  1.921  3.961  0.128
H  -4.884  -3.298  -0.326
H  -1.720  -4.625  -1.673
H  3.771  -0.233  -1.550
H  -2.719  0.762  -4.571
H  -2.140  3.865  -2.655
H  -0.682  -0.160  -4.712
H  -3.388  -4.757  -2.255
H  0.489  3.472  -1.618
H  -3.511  -0.167  -2.310
H  -3.729  3.385  -2.056
H  -2.987  0.551  -0.769
H  -0.829  2.710  -4.996
H  -2.635  -2.403  -2.177
H  -0.038  4.192  -3.130
H  2.332  1.445  -2.355
H  0.952  -4.016  -3.936
H  -3.975  -2.963  4.894
H  -1.903  -4.406  5.174
H  5.344  5.227  1.559
H  1.841  -1.260  -0.289
H  2.493  1.821  -4.070
H  0.259  -2.077  2.922
H  6.781  3.657  0.857
H  -4.160  -1.944  3.462
H  0.273  1.394  -5.425
H  -2.771  2.536  -4.604
H  5.849  0.620  2.084
H  -3.035  -4.920  -0.526
H  4.800  -2.480  -1.613
H  -1.801  -2.042  4.342
H  0.881  3.023  -5.205
H  4.463  5.841  0.148
H  1.972  -1.089  2.773
H  -4.997  -2.694  -1.973
H  1.849  0.296  1.697
H  3.605  5.571  1.673
H  6.300  3.316  -0.823
H  -0.487  -4.132  4.144
H  -4.139  -3.710  3.305
H  0.513  -3.677  -1.543

Löwdin atomic charge list, values in e, 2 entries: Pb 1.47; Cl 0.69